(1)
{
  "formula": "C14H46N3O9PS2",
  "method": "ωB97M-V/def2-TZVPD",
  "homo_lumo_gap_ev": 8.9,
  "charge": 0,
  "max_force_ha_per_bohr": 0.0532,
  "symbols": ["N", "C", "N", "N", "C", "O", "S", "O", "O", "P", "S", "H", "H", "H", "H", "H", "H", "H", "H", "H", "H", "C", "C", "O", "H", "H", "H", "H", "H", "H", "C", "C", "O", "H", "H", "H", "H", "H", "H", "C", "C", "O", "H", "H", "H", "H", "H", "H", "C", "C", "O", "H", "H", "H", "H", "H", "H", "C", "C", "O", "H", "H", "H", "H", "H", "H", "C", "C", "O", "H", "H", "H", "H", "H", "H"],
  "xyz": [[3.357994, -0.567798, 4.357793], [2.092381, -0.591539, 3.571041], [2.308779, 0.120964, 2.297825], [1.070728, 0.174486, 4.334207], [1.667125, -2.063413, 3.330235], [0.538280, -2.174061, 2.433694], [-0.764505, -2.808223, 3.280279], [-1.872319, -3.019793, 2.320796], [-1.171595, -1.579719, 4.352005], [-2.067855, -0.295504, 3.679094], [-1.593678, 0.274195, 1.896509], [3.105172, -0.674079, 5.338800], [3.717270, 0.387601, 4.319516], [1.410821, 0.574112, 2.123919], [2.965246, 0.884669, 2.442421], [1.454102, 1.052231, 4.667212], [0.847046, -0.402294, 5.147109], [1.343150, -2.465831, 4.320776], [2.479723, -2.666119, 2.890651], [-3.449517, -0.598340, 3.856860], [-1.819123, 0.794802, 4.568520], [-6.035274, -0.284880, 0.743031], [-6.037190, 0.898760, 1.692409], [-4.725185, 1.425320, 1.839814], [-5.368512, -1.067613, 1.110271], [-7.039506, -0.700745, 0.631925], [-5.668388, 0.013284, -0.241925], [-6.384062, 0.594985, 2.681439], [-6.699390, 1.690302, 1.323219], [-4.419276, 1.699549, 0.969633], [6.901077, 2.469162, 5.809846], [6.251238, 3.292267, 4.713919], [4.829153, 3.217684, 4.799713], [6.589240, 1.425506, 5.739113], [7.989367, 2.516156, 5.742106], [6.596533, 2.829608, 6.796023], [6.540670, 2.917109, 3.732590], [6.555364, 4.341364, 4.785346], [4.571450, 3.558428, 5.660590], [-2.381556, 4.074162, -1.889050], [-3.076100, 2.730813, -2.014642], [-4.201205, 2.667919, -1.138841], [-2.054845, 4.240165, -0.860824], [-1.513155, 4.129823, -2.547507], [-3.066672, 4.887382, -2.143431], [-2.398191, 1.923879, -1.739169], [-3.415403, 2.561482, -3.041736], [-4.805070, 3.374081, -1.383993], [1.247205, 0.731186, -3.420996], [0.107566, 1.731125, -3.448999], [0.060799, 2.401364, -4.707256], [2.199608, 1.231923, -3.600062], [1.295097, 0.218042, -2.458543], [1.126358, -0.014108, -4.207949], [0.243214, 2.486366, -2.674162], [-0.853433, 1.233214, -3.280978], [-0.068784, 1.734222, -5.386423], [2.346842, -3.862077, -5.576918], [1.913636, -2.430732, -5.324548], [2.914043, -1.723734, -4.597369], [2.540830, -4.373289, -4.632345], [1.579524, -4.412757, -6.124739], [3.275400, -3.888886, -6.153115], [0.999496, -2.408594, -4.731775], [1.724975, -1.908775, -6.269322], [3.719504, -1.733149, -5.121440], [-1.836704, -2.684217, -3.537044], [-2.748650, -3.692474, -4.208558], [-1.992810, -4.616434, -4.988360], [-1.257152, -2.138535, -4.284272], [-2.410625, -1.968400, -2.945370], [-1.121997, -3.187143, -2.880309], [-3.446218, -3.190527, -4.879035], [-3.326811, -4.248427, -3.463444], [-1.385251, -5.067483, -4.395800]],
  "forces_ev_per_angstrom": [[-0.15, -0.35, -0.43], [0.74, 1.79, 0.24], [-0.32, -0.30, 0.58], [-0.57, -1.40, 0.02], [-0.24, 0.31, 0.52], [-1.18, -0.04, 0.97], [-0.78, -0.96, -1.47], [2.04, 0.82, 1.64], [-1.16, 0.75, -1.24], [0.71, 1.09, -0.68], [-0.16, -0.26, 0.27], [0.09, -0.27, -0.17], [0.06, -0.20, -0.17], [0.09, -0.22, -0.39], [0.06, -0.18, 0.01], [0.20, -0.09, -0.16], [-0.19, 0.45, 0.03], [0.61, -0.06, -0.49], [-0.24, 0.53, 0.38], [0.68, -0.28, 0.18], [-0.12, -1.01, 0.19], [-0.06, -0.12, -0.01], [0.30, 0.10, -0.40], [-0.28, -0.06, 0.50], [-0.04, 0.02, 0.04], [0.02, -0.01, -0.03], [-0.07, 0.05, 0.01], [0.08, 0.09, 0.03], [-0.17, -0.10, 0.05], [0.16, 0.08, -0.19], [0.01, -0.07, 0.00], [-0.05, 0.04, 0.37], [-0.08, -0.18, -0.27], [0.05, 0.02, -0.07], [-0.02, 0.00, 0.05], [0.09, 0.07, -0.02], [-0.16, 0.03, -0.01], [0.13, -0.04, -0.08], [-0.03, 0.04, 0.03], [0.08, 0.00, 0.03], [-0.09, 0.40, -0.02], [-0.02, -0.36, 0.21], [0.02, -0.09, -0.02], [-0.06, 0.04, -0.03], [0.04, -0.02, -0.11], [-0.17, -0.04, 0.11], [0.15, -0.04, -0.04], [-0.03, 0.04, 0.02], [-0.09, 0.08, 0.11], [0.16, -0.34, -0.30], [-0.08, 0.36, 0.15], [-0.03, 0.01, 0.05], [0.03, -0.05, -0.05], [-0.03, -0.03, 0.08], [-0.05, 0.10, -0.14], [0.05, -0.04, 0.17], [0.02, -0.03, -0.04], [-0.08, -0.10, 0.00], [0.42, -0.09, -0.15], [-0.16, 0.04, 0.16], [-0.07, 0.04, 0.00], [0.04, 0.00, -0.01], [-0.07, 0.01, -0.08], [0.09, 0.09, 0.06], [-0.16, -0.09, -0.03], [0.05, 0.00, -0.01], [-0.01, 0.09, 0.00], [0.32, -0.13, 0.21], [-0.14, 0.08, -0.25], [-0.10, 0.03, -0.02], [0.06, -0.02, 0.04], [-0.08, 0.03, 0.09], [0.05, -0.13, -0.09], [-0.11, 0.14, 0.02], [0.02, -0.04, 0.02]],
  "lowdin_charge": [0.072, -0.624, 0.094, 0.053, -0.189, -0.357, 0.920, -0.438, -0.634, 0.337, 0.207, 0.070, 0.057, 0.041, 0.067, 0.083, 0.063, 0.100, 0.136, -0.001, -0.011, -0.088, -0.325, -0.139, 0.073, 0.071, 0.069, 0.106, 0.105, 0.036, -0.095, -0.320, -0.096, 0.073, 0.075, 0.072, 0.112, 0.108, 0.076, -0.081, -0.308, -0.091, 0.081, 0.064, 0.074, 0.098, 0.114, 0.085, -0.080, -0.325, -0.083, 0.083, 0.085, 0.047, 0.106, 0.094, 0.077, -0.089, -0.325, -0.090, 0.077, 0.074, 0.072, 0.086, 0.113, 0.082, -0.093, -0.319, -0.089, 0.059, 0.074, 0.078, 0.111, 0.109, 0.075]
}

---

(2)
{
  "formula": "C49H46AsCl3KN13OS5",
  "method": "ωB97M-V/def2-TZVPD",
  "homo_lumo_gap_ev": 3.7,
  "charge": -2,
  "relative_energy_kcal_mol": 22.25,
  "max_force_ha_per_bohr": 0.0709,
  "symbols": ["K", "C", "C", "N", "C", "C", "N", "C", "C", "C", "C", "C", "N", "C", "C", "N", "C", "C", "N", "C", "C", "C", "N", "C", "C", "H", "H", "H", "H", "H", "H", "H", "H", "H", "H", "H", "H", "C", "O", "C", "C", "C", "C", "C", "C", "C", "N", "C", "C", "N", "C", "C", "C", "C", "N", "C", "C", "N", "C", "C", "C", "C", "H", "H", "H", "H", "H", "H", "H", "H", "H", "H", "H", "H", "H", "H", "S", "As", "S", "S", "S", "Cl", "C", "Cl", "Cl", "C", "N", "C", "C", "C", "C", "N", "C", "S", "N", "C", "C", "C", "C", "H", "H", "H", "H", "H", "H", "H", "H", "H", "H", "H", "H", "H", "H", "H", "H", "H", "H", "H", "H"],
  "xyz": [[0.676828, 0.665210, 1.350063], [-0.303546, 0.481540, 6.875836], [-0.363549, 0.478165, 5.525419], [0.365666, -0.254168, 4.681993], [1.402705, -0.877671, 5.255661], [1.460160, -0.951779, 6.666792], [0.602808, -0.336269, 7.451326], [2.239294, -1.609182, 4.341022], [3.195165, -2.401514, 4.947907], [3.979652, -3.279417, 4.202828], [3.663181, -3.475961, 2.877224], [2.618097, -2.688987, 2.338938], [1.937708, -1.776155, 3.042516], [2.180498, -2.706020, 0.892555], [3.135685, -3.080156, -0.042214], [2.908255, -2.913700, -1.344215], [1.697765, -2.536051, -1.727136], [0.651191, -2.341529, -0.771376], [0.919928, -2.357768, 0.537636], [5.154489, -3.934985, 4.847760], [5.831803, -3.245171, 5.872462], [6.919861, -3.834173, 6.552631], [7.420355, -5.003946, 6.168650], [6.810880, -5.677937, 5.226102], [5.737045, -5.144299, 4.483586], [-0.903120, 1.149761, 7.496412], [-1.128884, 1.064578, 4.991919], [2.207075, -1.530047, 7.217891], [3.501573, -2.258160, 5.956291], [4.107048, -4.258060, 2.211272], [4.168515, -3.371749, 0.273008], [1.619998, -2.377555, -2.830365], [-0.386647, -2.218637, -1.121060], [5.445350, -2.276835, 6.173355], [7.368830, -3.433964, 7.470492], [7.130213, -6.723881, 5.006107], [5.422087, -5.846484, 3.665694], [-12.580434, -1.789570, -4.002812], [-11.881058, -0.578199, -3.879118], [-10.641810, -0.478963, -3.482788], [-10.072720, 0.799526, -3.349782], [-8.864932, 0.939288, -2.692594], [-8.125767, -0.147613, -2.389705], [-8.570250, -1.444975, -2.627979], [-9.869308, -1.654908, -3.149576], [-6.748861, -0.040087, -1.878703], [-6.230650, -0.976092, -1.159669], [-5.027138, -0.452997, -0.637430], [-4.831469, 0.868144, -1.149810], [-5.937870, 1.058120, -1.968951], [-3.702634, 1.693855, -0.914740], [-3.583504, 3.106374, -0.966742], [-2.393431, 3.717476, -0.668750], [-1.291154, 2.913251, -0.342533], [-1.411057, 1.593352, -0.036776], [-2.640119, 0.976769, -0.183184], [-2.861620, -0.294645, 0.521404], [-1.969318, -0.686414, 1.395801], [-2.163060, -1.822924, 2.061594], [-3.216943, -2.673374, 1.816048], [-4.276379, -2.106286, 1.043363], [-4.090248, -0.968496, 0.290222], [-13.542222, -1.574532, -4.483628], [-12.792920, -2.137299, -2.960023], [-12.048576, -2.464362, -4.598334], [-10.533907, 1.713707, -3.690675], [-8.396867, 1.915389, -2.533731], [-7.891575, -2.260905, -2.393339], [-10.165421, -2.713587, -3.255175], [-6.245319, 1.856022, -2.548377], [-4.467281, 3.652913, -1.192647], [-2.287406, 4.788526, -0.745286], [-0.292556, 3.288088, -0.244772], [-1.338325, -2.139051, 2.664555], [-3.264456, -3.568297, 2.436310], [-5.236590, -2.637596, 0.834428], [0.583438, 5.350217, 5.274032], [0.662532, 4.022701, 3.612191], [-1.243611, 2.977478, 3.386995], [2.356096, 2.627864, 3.426656], [1.129962, 5.526411, 1.945348], [4.912086, 4.336542, -0.020885], [3.745250, 5.547106, 0.562734], [4.231778, 5.994005, 2.158496], [3.578868, 6.883027, -0.577988], [2.135908, 4.797384, 0.624331], [1.870761, 4.003985, -0.256379], [7.032803, -1.296007, -1.346310], [6.937702, 0.126586, -1.830922], [6.060685, 0.308005, -3.043532], [4.634552, -0.256573, -2.983849], [3.559892, 0.731553, -3.201319], [3.199553, 1.466819, -2.079321], [3.242448, 0.874061, -0.475562], [2.755048, 2.710438, -2.277786], [2.228674, 3.260979, -3.522018], [0.944477, 2.627114, -3.993644], [0.555811, 2.731961, -5.479941], [-0.798277, 2.052147, -5.801642], [7.873516, -1.486186, -0.633076], [7.160445, -1.967398, -2.224725], [6.099298, -1.673341, -0.874490], [7.923705, 0.476973, -2.107730], [6.745319, 0.886158, -1.086513], [6.567444, -0.027712, -3.996046], [5.888798, 1.432522, -3.078664], [4.321896, -0.794455, -2.062821], [4.536513, -0.953686, -3.827803], [3.380737, 1.217144, -4.056438], [2.515289, 3.302835, -1.396998], [3.082497, 3.192900, -4.321992], [2.126477, 4.302471, -3.268151], [0.184117, 2.993866, -3.260968], [0.922665, 1.504397, -3.815185], [1.317629, 2.266198, -6.089463], [0.450080, 3.793013, -5.804653], [-0.638123, 1.072782, -6.159994], [-1.143136, 2.553273, -6.726090], [-1.540404, 2.117765, -5.008962]],
  "forces_ev_per_angstrom": [[0.21, 0.37, 0.82], [1.51, -0.74, 1.08], [-2.26, 0.80, -2.75], [0.91, 0.27, 1.18], [-2.17, 1.07, 0.17], [0.45, -0.14, -0.22], [-0.45, 0.84, 0.60], [0.53, -2.28, -0.06], [1.68, -0.14, -1.00], [0.28, -0.29, 0.20], [-0.84, -0.46, -1.69], [-0.78, 0.83, 0.20], [0.34, 0.12, 0.46], [0.35, -0.54, 0.26], [0.42, 0.61, -0.19], [0.16, -0.38, -0.08], [-0.30, 0.09, 0.06], [1.01, -0.21, -0.57], [0.53, -0.52, -0.45], [0.96, 0.32, 0.08], [0.12, -0.40, 0.81], [-0.82, 0.27, -0.75], [0.42, -0.61, 1.32], [-0.74, 0.08, -1.32], [0.06, -1.91, -0.47], [0.08, -0.43, -0.17], [0.39, -0.02, 0.45], [-0.18, 0.06, -0.40], [-0.29, 0.12, 0.57], [-0.10, 0.88, 0.94], [-1.08, 0.22, -0.42], [-0.47, -0.08, 1.11], [0.52, 0.28, 0.47], [0.28, -0.10, 0.10], [-0.17, 0.35, -0.66], [0.06, 1.03, 0.13], [-0.32, 1.16, 0.78], [-0.96, 0.95, 1.88], [-2.40, 1.33, -1.44], [2.52, -1.73, 1.02], [-0.23, -0.17, 0.45], [-0.13, 1.12, -1.04], [2.02, -1.58, 0.20], [-1.56, 0.00, -0.58], [1.15, 1.04, 0.53], [-0.05, 0.34, 0.23], [1.70, -0.47, 1.83], [-0.88, 2.36, -1.86], [-1.33, -1.82, -0.31], [-1.05, 1.07, -0.52], [1.80, -1.05, 2.51], [0.23, -1.32, -0.24], [0.10, -0.35, -0.32], [-0.69, -2.06, 0.59], [-1.85, 0.73, -0.71], [0.84, 2.71, -0.92], [-1.03, 1.06, -1.39], [0.71, -0.37, 0.66], [0.87, 0.10, -1.24], [-1.99, 1.41, 0.26], [-0.25, -2.72, -0.14], [0.91, -0.43, 0.85], [0.32, 0.14, 0.11], [0.23, -0.34, -0.90], [0.83, -1.38, -0.70], [-0.64, -0.23, -0.03], [-0.55, -0.12, -0.08], [-0.28, 0.07, -0.05], [-0.33, 0.96, -0.13], [0.93, -0.60, 0.83], [-0.50, 0.59, -0.41], [0.08, 0.06, 0.18], [0.63, 0.56, 0.05], [0.35, 0.02, 0.57], [-0.41, 0.03, -0.52], [0.90, 0.22, 0.52], [0.09, -0.13, -0.12], [0.50, -1.05, 0.33], [0.42, 0.36, -0.56], [-0.71, 0.34, 0.18], [-0.30, 0.49, -0.42], [-0.10, 0.16, -0.39], [-1.88, -1.62, 0.59], [0.51, 0.77, 0.50], [0.34, 0.45, -0.14], [1.23, 0.07, -0.38], [-0.64, 0.19, 0.31], [-0.11, -1.29, 0.40], [0.87, 0.19, -0.06], [-0.63, 1.92, -0.39], [-1.08, -0.76, -1.26], [0.04, -0.21, 2.08], [-0.66, 0.90, -0.24], [0.55, -0.28, -0.55], [-0.24, -1.02, -0.58], [2.97, -0.83, -0.79], [-1.15, -1.61, 0.56], [-0.95, 1.20, 0.80], [0.60, 1.62, -0.99], [-0.64, 0.25, -0.55], [0.21, 0.31, 0.43], [0.46, 0.49, -0.09], [0.65, -0.24, -0.45], [-0.91, -0.28, 0.65], [-0.42, 0.34, 0.99], [0.45, -1.16, -0.51], [0.63, 0.44, -0.53], [-0.05, -0.20, 0.29], [0.61, -0.07, -0.53], [-0.26, -0.01, 0.47], [-1.42, 0.22, 0.87], [-0.30, 0.57, -0.33], [0.04, -0.12, -0.93], [0.48, 1.10, 0.15], [0.40, -0.01, -0.18], [0.39, -0.53, 0.29], [0.04, -1.54, 0.24], [-0.43, -0.03, 0.54], [0.05, -0.05, -0.05]],
  "lowdin_charge": [0.308, -0.098, -0.157, 0.164, -0.209, -0.095, 0.063, -0.182, 0.032, -0.151, 0.037, -0.177, 0.193, -0.206, -0.097, 0.066, -0.119, -0.095, 0.125, -0.154, 0.001, -0.129, 0.026, -0.173, -0.024, 0.115, 0.010, 0.101, 0.082, 0.122, 0.119, 0.116, 0.113, 0.109, 0.107, 0.109, 0.119, -0.070, -0.084, -0.302, 0.002, -0.052, -0.191, -0.016, 0.013, -0.319, 0.168, -0.132, -0.116, 0.158, -0.074, -0.022, -0.035, -0.105, 0.051, -0.097, -0.173, 0.117, -0.139, -0.040, -0.005, -0.126, 0.095, 0.116, 0.066, 0.112, 0.116, 0.109, 0.107, 0.163, 0.096, 0.111, 0.061, 0.095, 0.097, 0.119, -0.280, -0.421, -0.170, -0.211, 0.360, 0.490, -1.647, 0.517, 0.490, -0.928, -0.017, -0.117, -0.298, -0.206, -0.250, -0.013, -0.804, 0.573, -0.045, -0.214, -0.216, -0.263, -0.116, 0.076, 0.077, 0.061, 0.093, 0.102, 0.115, 0.128, 0.042, 0.103, 0.091, -0.017, 0.134, 0.111, 0.122, 0.127, 0.092, 0.107, 0.041, 0.066, 0.071]
}

---

(3)
{
  "formula": "C3H8INS",
  "method": "ωB97M-V/def2-TZVPD",
  "homo_lumo_gap_ev": [8.3, 6.5],
  "charge": 0,
  "relative_energy_kcal_mol": 67.12,
  "max_force_ha_per_bohr": 0.0580,
  "symbols": ["C", "C", "C", "N", "S", "I", "H", "H", "H", "H", "H", "H", "H", "H"],
  "xyz": [[0.907655, 1.147346, -0.219864], [-0.710271, -0.692579, 1.663645], [-0.584304, 1.116263, -0.490797], [-0.836787, -1.241310, -1.475007], [-1.532183, 0.725484, 0.873531], [0.536474, -1.839095, -2.797202], [1.343480, 2.105951, -0.581760], [1.369756, 0.216028, -0.653830], [0.985570, 1.078009, 0.834197], [-0.634378, -1.501404, 0.850155], [-1.398518, -0.882646, 2.547443], [0.167485, -0.395584, 2.112002], [-0.880186, 1.712215, -1.327307], [-1.542262, -0.770800, -1.999796]],
  "forces_ev_per_angstrom": [[-0.40, -0.56, -1.43], [-2.65, -0.89, -1.04], [1.89, -1.45, 0.60], [0.48, 0.42, 1.23], [-1.30, 0.30, -0.35], [0.23, 0.06, -0.22], [-0.03, -0.90, 0.10], [0.02, 1.17, 0.15], [0.71, 0.13, 0.97], [-0.05, 1.05, 1.59], [0.58, -0.30, -1.36], [2.29, 0.40, 0.59], [-1.00, 0.16, -0.08], [-0.76, 0.40, -0.75]],
  "nbo_charge": [-0.684, -0.751, -0.252, -0.861, 0.323, 0.279, 0.226, 0.239, 0.209, 0.279, 0.238, 0.208, 0.223, 0.323]
}